Record 1
DFT (ωB97M-V/def2-TZVPD) results for a molecular structure, C34H29Co2NO5P at a distorted geometry.

Results
Highest occupied orbital energy = -9.79 eV
Net charge = +1
Kohn-Sham gap = 4.41 eV
Multiplicity = 1
Total energy = -131987.538 eV
Energy above the lowest of the compared OMol25 structures with the same formula, charge and spin = 139.2 kJ/mol

```
72
Properties=species:S:1:pos:R:3:mulliken_charge:R:1
O 1.79 1.52 1.44 -0.41
C 1.31 2.01 0.50 0.27
Co 0.78 2.74 -1.00 -0.27
C 0.36 4.36 -0.48 0.33
O 0.25 5.43 -0.05 -0.24
C 2.33 3.13 -1.73 0.31
O 3.38 3.40 -2.14 -0.28
C 0.10 0.94 -1.75 -0.90
C 0.82 -0.20 -1.32 0.31
C 2.05 -0.73 -1.58 -0.63
C 2.55 -2.01 -1.13 0.69
C 3.61 -2.65 -1.85 -0.68
C 4.26 -3.75 -1.28 -0.55
C 3.88 -4.23 -0.02 -0.46
C 2.76 -3.69 0.61 -0.93
C 2.05 -2.64 0.03 0.08
Co -0.62 0.18 -0.30 1.72
C -0.30 -0.55 1.27 -0.12
O -0.17 -0.93 2.36 -0.30
C -1.70 1.42 0.32 0.30
O -2.41 2.25 0.72 -0.35
P -2.22 -1.09 -1.03 2.30
C -2.60 -2.43 0.15 -0.18
C -2.52 -3.79 -0.19 -0.61
C -2.84 -4.77 0.76 -0.69
C -3.18 -4.40 2.07 -0.60
C -3.17 -3.05 2.44 -0.82
C -2.91 -2.07 1.48 0.02
C -3.83 -0.23 -1.24 -0.44
C -5.04 -0.78 -0.78 -0.59
C -6.25 -0.12 -1.04 -0.72
C -6.26 1.09 -1.75 -0.60
C -5.05 1.67 -2.16 -0.71
C -3.84 1.02 -1.89 -0.01
C -1.96 -1.89 -2.66 0.20
C -2.79 -1.64 -3.77 -0.68
C -2.57 -2.30 -4.98 -0.62
C -1.52 -3.22 -5.11 -0.69
C -0.63 -3.40 -4.04 -0.83
C -0.82 -2.71 -2.84 -0.29
H -0.46 0.95 -2.69 0.94
H 2.73 -0.14 -2.21 0.43
H 3.90 -2.29 -2.84 0.43
H 5.08 -4.23 -1.80 0.41
H 4.43 -5.05 0.45 0.40
H 2.44 -4.08 1.58 0.43
H 1.14 -2.26 0.49 0.15
H -2.23 -4.07 -1.20 0.43
H -2.82 -5.82 0.47 0.43
H -3.43 -5.16 2.81 0.40
H -3.38 -2.75 3.47 0.43
H -2.96 -1.01 1.75 0.47
H -5.05 -1.72 -0.23 0.43
H -7.19 -0.56 -0.69 0.43
H -7.21 1.60 -1.96 0.39
H -5.04 2.62 -2.69 0.43
H -2.90 1.47 -2.21 0.26
H -3.63 -0.94 -3.66 0.36
H -3.23 -2.10 -5.83 0.43
H -1.38 -3.77 -6.04 0.39
H 0.23 -4.07 -4.14 0.45
H -0.10 -2.82 -2.01 0.66
C 5.23 0.80 2.97 -0.93
N 3.89 0.31 3.05 -0.10
C 3.18 0.45 4.29 -0.92
H 5.50 0.98 1.93 0.31
H 5.37 1.73 3.54 0.28
H 5.91 0.05 3.41 0.29
H 3.33 0.31 2.20 0.28
H 2.11 0.37 4.10 0.22
H 3.49 -0.35 4.97 0.33
H 3.40 1.40 4.79 0.29
```

***

Record 2
DFT (ωB97M-V/def2-TZVPD) results for 6 unconnected molecules or ions with the total composition C34H29O24S.

Results
Highest occupied orbital energy = -5.10 eV
Net charge = -1
Kohn-Sham gap = 4.47 eV
Multiplicity = 1
Total energy = -95702.927 eV
Energy above the lowest of the compared OMol25 structures with the same formula, charge and spin = 0.0 kJ/mol

```
88
Properties=species:S:1:pos:R:3:mulliken_charge:R:1
C -3.19 5.21 1.00 -0.61
O -3.08 6.60 0.74 -0.44
C -4.25 7.28 1.17 -0.45
C -5.35 7.28 0.11 -0.64
C -6.72 7.49 0.78 0.02
S -7.70 5.99 0.69 1.11
O -7.99 5.82 -0.73 -0.70
O -8.85 6.27 1.54 -0.70
O -6.79 4.97 1.23 -0.67
H -4.20 4.85 0.78 0.28
H -2.99 4.98 2.05 0.22
H -2.50 4.67 0.37 0.28
H -4.64 6.77 2.05 0.41
H -3.99 8.29 1.47 0.31
H -5.16 8.02 -0.66 0.30
H -5.33 6.30 -0.35 0.34
H -6.58 7.71 1.83 -0.50
H -7.24 8.33 0.33 0.47
C 0.86 2.15 -0.32 -0.96
C 1.51 1.08 -0.78 0.26
C 0.82 -0.25 -0.97 0.92
O 1.48 -1.17 -1.42 -0.51
C -0.57 -0.37 -0.61 -1.31
C -1.23 0.71 -0.14 0.62
C -0.55 2.04 0.03 0.80
O -1.23 2.96 0.44 -0.49
O -2.50 0.68 0.21 -0.58
O 2.79 1.09 -1.11 -0.62
H 1.34 3.11 -0.18 0.48
H -1.05 -1.33 -0.74 0.54
H -2.74 1.58 0.50 0.33
H 3.01 0.19 -1.40 0.33
C 4.79 -4.39 0.61 -1.11
C 5.21 -5.59 0.18 0.38
C 4.94 -6.07 -1.21 1.20
O 5.39 -7.17 -1.51 -0.70
C 4.18 -5.23 -2.11 -0.76
C 3.75 -4.03 -1.69 0.21
C 4.04 -3.53 -0.30 0.81
O 3.65 -2.42 0.02 -0.52
O 3.04 -3.23 -2.49 -0.52
O 5.90 -6.44 0.94 -0.60
H 4.98 -4.03 1.61 0.45
H 3.98 -5.61 -3.10 0.55
H 2.77 -2.43 -2.00 0.40
H 6.07 -7.22 0.38 0.32
C 9.75 -7.36 -3.26 -0.89
C 8.62 -7.86 -2.74 0.43
C 8.64 -8.74 -1.51 0.99
O 7.58 -9.15 -1.08 -0.62
C 9.93 -9.04 -0.90 -1.10
C 11.05 -8.53 -1.42 0.37
C 11.02 -7.64 -2.64 1.06
O 12.09 -7.21 -3.04 -0.63
O 12.26 -8.76 -0.93 -0.58
O 7.43 -7.63 -3.27 -0.55
H 9.75 -6.73 -4.14 0.43
H 9.93 -9.68 -0.02 0.42
H 12.87 -8.26 -1.50 0.37
H 6.76 -8.09 -2.71 0.33
C -6.76 10.56 6.90 -0.98
C -6.43 10.69 5.61 0.17
C -6.48 9.54 4.64 1.17
O -6.18 9.76 3.49 -0.62
C -6.89 8.23 5.14 -0.83
C -7.22 8.10 6.43 0.26
C -7.19 9.26 7.39 0.93
O -7.52 9.05 8.54 -0.65
O -7.59 6.95 6.98 -0.57
O -6.03 11.84 5.07 -0.60
H -6.73 11.38 7.60 0.41
H -6.91 7.41 4.44 0.57
H -7.78 7.14 7.91 0.35
H -5.86 11.64 4.12 0.37
C -1.72 -6.28 -4.58 -1.03
C -0.42 -6.44 -4.86 0.28
C 0.66 -5.81 -4.02 1.20
O 1.82 -6.02 -4.34 -0.63
C 0.26 -4.98 -2.90 -0.75
C -1.04 -4.81 -2.62 0.23
C -2.12 -5.47 -3.45 0.98
O -3.27 -5.28 -3.12 -0.63
O -1.48 -4.07 -1.62 -0.53
O 0.03 -7.16 -5.88 -0.59
H -2.50 -6.74 -5.18 0.42
H 1.05 -4.52 -2.32 0.35
H -2.46 -4.13 -1.65 0.36
H 1.01 -7.11 -5.84 0.37
```

***

Record 3
DFT (ωB97M-V/def2-TZVPD) results for a molecular structure, C34H30As2BrCl2N4O2Ta.

Results
Highest occupied orbital energy = -13.40 eV
Net charge = +2
Kohn-Sham gap = 6.41 eV
Multiplicity = 1
Total energy = -264105.812 eV
Energy above the lowest of the compared OMol25 structures with the same formula, charge and spin = 2.8 kJ/mol

```
76
Properties=species:S:1:pos:R:3:mulliken_charge:R:1
Ta -0.70 -0.21 0.31 0.48
Cl 1.31 6.21 0.26 -0.14
C 0.30 4.84 0.05 -0.03
C 0.51 3.73 0.86 -0.60
C -0.28 2.61 0.68 -0.30
N -0.17 1.40 1.43 0.88
C 0.10 1.41 2.78 0.03
O 0.46 2.35 3.45 -0.60
C -0.18 0.06 3.37 0.40
C -0.08 -0.14 4.73 -0.83
C -0.35 -1.41 5.23 -0.53
C -0.69 -2.41 4.34 -1.42
C -0.77 -2.13 2.99 -0.07
N -0.53 -0.90 2.50 0.14
C -1.26 2.57 -0.32 0.24
C -1.50 3.70 -1.09 -0.77
C -0.71 4.82 -0.91 0.04
Cl -0.99 6.19 -1.91 -0.16
N -1.91 1.32 -0.39 0.16
C -3.09 1.08 -1.06 0.05
O -3.64 1.76 -1.89 -0.60
C -3.67 -0.22 -0.60 0.61
C -4.95 -0.60 -0.96 -0.84
C -5.47 -1.77 -0.43 -0.47
C -4.68 -2.53 0.42 -1.09
C -3.40 -2.10 0.70 0.28
N -2.89 -0.97 0.21 0.03
H 1.27 3.76 1.62 0.67
H 0.20 0.69 5.36 0.61
H -0.29 -1.61 6.29 0.48
H -0.90 -3.42 4.68 0.50
H -1.01 -2.90 2.28 0.76
H -2.28 3.70 -1.84 0.69
H -5.51 0.05 -1.63 0.57
H -6.47 -2.08 -0.68 0.49
H -5.05 -3.44 0.86 0.48
H -2.74 -2.70 1.32 0.23
C 3.33 -1.72 -0.14 -1.19
As 2.11 -0.37 0.55 1.45
C 2.85 -0.16 2.32 -1.64
C 2.64 1.25 -0.38 -0.05
C 3.64 2.09 0.09 -0.86
C 3.92 3.27 -0.59 -0.82
C 3.22 3.60 -1.74 -0.85
C 2.23 2.76 -2.22 -0.59
C 1.95 1.58 -1.54 0.06
As 0.53 0.40 -2.09 1.12
C -0.50 1.33 -3.44 -1.45
C 1.34 -1.01 -3.14 -1.07
H 4.33 -1.31 -0.06 0.48
H 3.12 -1.95 -1.18 0.31
H 3.25 -2.62 0.46 0.49
H 3.94 -0.21 2.25 0.60
H 2.50 -0.98 2.95 0.38
H 2.57 0.79 2.76 0.47
H 4.19 1.85 0.99 0.47
H 4.69 3.94 -0.22 0.47
H 3.44 4.53 -2.26 0.46
H 1.68 3.03 -3.12 0.54
H -0.83 2.29 -3.07 0.36
H -1.36 0.72 -3.70 0.47
H 0.13 1.46 -4.32 0.56
H 2.28 -0.65 -3.55 0.41
H 0.65 -1.25 -3.95 0.51
H 1.50 -1.91 -2.54 0.13
Br 0.41 -6.21 -2.69 -0.10
C 0.07 -4.66 -1.69 -0.40
C -0.79 -3.70 -2.18 -0.57
C -1.04 -2.57 -1.41 -0.95
C -0.43 -2.34 -0.17 1.33
C 0.45 -3.34 0.28 0.02
C 0.70 -4.49 -0.46 -0.76
H -1.28 -3.84 -3.13 0.55
H -1.76 -1.86 -1.82 0.16
H 0.97 -3.23 1.22 0.57
H 1.37 -5.25 -0.09 0.53
```

***

Record 4
DFT (ωB97M-V/def2-TZVPD) results for a molecular structure, C34H30BrMoNO4Sb2 at a distorted geometry.

Results
Highest occupied orbital energy (spin up / spin down) = -18.91 / -18.91 eV
Net charge = +4
Kohn-Sham gap (spin up / spin down) = 5.64 / 5.67 eV
Multiplicity = 1
Total energy = -130350.695 eV
Energy above the lowest of the compared OMol25 structures with the same formula, charge and spin = 103.2 kJ/mol

```
73
Properties=species:S:1:pos:R:3:mulliken_charge:R:1
Mo -0.46 1.65 0.44 0.91
C 2.29 -2.98 0.69 -1.12
C 2.29 -2.10 -0.53 -0.30
C 0.74 -0.88 -2.16 -0.99
Sb -0.88 0.68 -2.33 1.31
C -1.93 -0.42 -3.84 0.87
C -3.26 -0.80 -3.78 -0.65
C -3.76 -1.49 -4.87 -0.57
C -2.95 -1.79 -5.96 -0.59
C -1.62 -1.38 -5.99 -0.83
C -1.08 -0.68 -4.92 -0.39
C 0.25 2.14 -3.32 0.60
C 1.33 2.71 -2.63 -0.25
C 2.10 3.69 -3.24 -0.96
C 1.78 4.11 -4.53 -0.60
C 0.70 3.56 -5.20 -0.65
C -0.07 2.56 -4.61 -0.55
Sb 0.79 -2.24 2.05 1.67
C 1.39 -0.63 3.26 0.74
C 2.22 0.39 2.80 -0.55
C 2.53 1.43 3.66 -0.58
C 2.02 1.45 4.95 -0.66
C 1.20 0.42 5.40 -0.71
C 0.88 -0.63 4.56 -0.64
C -0.01 -3.90 3.18 0.88
C 1.00 -4.43 3.96 -0.53
C 0.64 -5.52 4.75 -0.73
C -0.66 -6.01 4.72 -0.55
C -1.63 -5.42 3.91 -0.61
C -1.32 -4.33 3.10 -0.48
H 3.27 -2.99 1.16 0.60
H 2.00 -4.00 0.44 0.48
H 2.64 -2.61 -1.42 0.47
H 2.85 -1.17 -0.40 0.35
H 1.70 -0.38 -2.31 0.50
H 0.56 -1.62 -2.93 0.70
H -3.90 -0.58 -2.94 0.42
H -4.80 -1.80 -4.86 0.46
H -3.36 -2.33 -6.80 0.45
H -0.99 -1.60 -6.84 0.44
H -0.05 -0.34 -4.95 0.46
H 1.59 2.38 -1.63 0.43
H 2.95 4.12 -2.72 0.47
H 2.38 4.87 -5.01 0.43
H 0.45 3.90 -6.20 0.45
H -0.91 2.14 -5.15 0.51
H 2.74 0.33 1.85 0.43
H 3.22 2.20 3.33 0.55
H 2.28 2.26 5.62 0.48
H 0.83 0.43 6.42 0.46
H 0.25 -1.44 4.92 0.40
H 2.02 -4.05 3.99 0.40
H 1.39 -5.98 5.38 0.43
H -0.93 -6.85 5.33 0.45
H -2.64 -5.80 3.89 0.44
H -2.07 -3.88 2.46 0.45
O 0.85 -1.71 -0.87 0.00
C 0.20 -1.07 0.22 -0.15
O 0.60 0.25 0.26 -0.12
C -1.33 -1.07 0.09 0.14
O -1.91 -1.96 -0.45 -0.45
O -1.80 0.05 0.63 -0.85
Br 1.85 4.92 0.69 0.06
C 0.05 4.75 1.06 0.36
C -0.71 5.71 1.71 -0.55
C -2.03 5.43 2.04 -0.12
C -2.62 4.21 1.71 -0.80
C -1.83 3.31 1.05 -0.10
N -0.52 3.57 0.71 -0.25
H -0.25 6.65 1.98 0.47
H -2.61 6.18 2.57 0.50
H -3.65 3.99 1.95 0.52
H -2.27 2.42 0.52 0.76
```

***

Record 5
DFT (ωB97M-V/def2-TZVPD) results for a molecular structure, C34H30CdF6N3O2P2 at a distorted geometry.

Results
⟨S²⟩ = 0.76
Highest occupied orbital energy (spin up / spin down) = -7.75 / -7.74 eV
Kohn-Sham gap (spin up / spin down) = 7.79 / 5.51 eV
Multiplicity = 2
Total energy = -83763.349 eV
Energy above the lowest of the compared OMol25 structures with the same formula, charge and spin = 101.0 kJ/mol

```
78
Properties=species:S:1:pos:R:3:mulliken_charge:R:1
Cd 0.45 -0.64 1.60 1.48
O 0.36 1.42 1.10 1.14
C -0.25 2.39 1.74 -0.02
C 0.24 3.70 1.61 -0.56
C -0.35 4.77 2.23 -0.59
C -1.50 4.59 3.01 -0.88
C -1.97 3.31 3.20 -0.89
C -1.38 2.20 2.60 0.79
C -1.90 0.90 2.98 -0.77
N -1.56 -0.23 2.51 -0.09
C -2.17 -1.45 3.03 -0.65
C -1.10 -2.52 3.30 -1.26
N -0.25 -2.58 2.12 0.00
C 0.36 -3.65 1.78 -0.71
C 1.17 -3.79 0.59 0.47
C 1.71 -5.06 0.34 -0.75
C 2.40 -5.35 -0.81 -0.94
C 2.60 -4.34 -1.75 -0.60
C 2.13 -3.07 -1.52 -0.54
C 1.42 -2.73 -0.35 0.44
O 1.04 -1.49 -0.19 1.60
H 1.15 3.83 1.03 0.46
H 0.07 5.77 2.12 0.47
H -1.98 5.43 3.48 0.41
H -2.83 3.16 3.84 0.41
H -2.67 0.94 3.77 0.20
H -2.85 -1.83 2.26 0.24
H -2.74 -1.25 3.95 0.52
H -1.56 -3.48 3.53 0.51
H -0.49 -2.21 4.16 0.23
H 0.25 -4.56 2.38 0.23
H 1.56 -5.83 1.09 0.38
H 2.78 -6.35 -1.00 0.38
H 3.14 -4.55 -2.67 0.45
H 2.30 -2.28 -2.25 0.26
N 2.90 0.88 -0.69 -0.05
C 2.46 0.74 -1.97 -0.14
C 3.40 0.67 -3.02 -0.60
C 3.00 0.67 -4.34 -0.70
C 1.65 0.78 -4.67 -0.92
C 0.72 0.84 -3.66 -0.41
C 1.10 0.77 -2.32 0.42
P -0.24 0.65 -1.10 1.78
C -1.15 2.19 -1.45 0.33
C -0.36 3.34 -1.58 -0.45
C -0.94 4.57 -1.84 -0.67
C -2.32 4.67 -1.97 -0.62
C -3.11 3.53 -1.85 -0.73
C -2.53 2.30 -1.59 -0.64
C -1.38 -0.68 -1.59 1.00
C -1.11 -1.55 -2.64 -0.90
C -2.02 -2.54 -2.97 -0.74
C -3.20 -2.68 -2.25 -0.81
C -3.44 -1.84 -1.16 -1.06
C -2.53 -0.86 -0.82 -0.76
H 3.84 0.61 -0.46 0.30
H 2.24 0.88 0.07 -0.40
H 4.45 0.64 -2.77 0.42
H 3.75 0.61 -5.11 0.40
H 1.35 0.79 -5.71 0.43
H -0.33 0.93 -3.91 0.49
H 0.71 3.26 -1.49 0.43
H -0.32 5.45 -1.93 0.43
H -2.78 5.63 -2.18 0.41
H -4.18 3.61 -1.97 0.45
H -3.16 1.43 -1.51 0.42
H -0.19 -1.46 -3.21 0.26
H -1.81 -3.21 -3.79 0.46
H -3.92 -3.44 -2.52 0.41
H -4.34 -1.97 -0.58 0.46
H -2.69 -0.23 0.04 0.55
F 1.08 -0.24 3.85 -0.44
P 2.74 -0.44 3.71 1.28
F 2.47 -1.60 2.55 -0.35
F 4.31 -0.62 3.51 -0.39
F 2.94 0.71 4.78 -0.38
F 2.68 0.66 2.49 -0.39
F 2.66 -1.58 4.82 -0.39
```

***

Record 6
DFT (ωB97M-V/def2-TZVPD) results for a molecular structure, C34H30ClN5O4SSbV.

Results
⟨S²⟩ = 3.77
Highest occupied orbital energy (spin up / spin down) = -4.10 / -4.30 eV
Net charge = -1
Kohn-Sham gap (spin up / spin down) = 6.19 / 6.38 eV
Multiplicity = 4
Total energy = -106963.304 eV
Energy above the lowest of the compared OMol25 structures with the same formula, charge and spin = 237.7 kJ/mol

```
77
Properties=species:S:1:pos:R:3:mulliken_charge:R:1
V 0.58 -0.30 0.29 0.68
C 0.65 2.17 3.84 -2.05
C 0.95 1.28 2.67 0.61
N 0.02 0.87 1.87 1.54
N -1.29 1.25 2.12 -1.56
C -2.10 0.97 1.15 0.29
N -3.41 1.34 1.34 -0.49
S -1.73 0.24 -0.38 -0.52
C 2.32 0.74 2.45 0.82
C 3.13 0.72 3.54 -0.85
C 4.43 0.10 3.64 -0.66
C 5.21 -0.11 2.58 -0.50
C 3.70 -0.41 0.87 -0.08
N 2.52 0.10 1.23 0.80
H -0.27 2.71 3.66 0.47
H 1.47 2.86 4.01 0.46
H 0.51 1.57 4.75 0.30
H -3.67 1.52 2.29 0.24
H -4.08 0.85 0.77 0.23
H 2.74 1.14 4.45 0.27
H 4.77 -0.21 4.62 0.42
H 6.17 -0.62 2.64 0.47
H 3.04 1.50 -2.61 0.30
O 3.91 -1.29 0.07 -0.61
Cl 2.75 1.14 -1.35 0.69
O 4.85 0.31 1.33 -0.34
O 2.08 -0.16 -1.66 -0.53
O 1.80 2.16 -0.92 -0.53
C 0.30 -2.28 1.24 -1.65
C 0.93 -2.34 2.54 1.00
C 2.25 -2.82 2.71 -0.39
C 2.88 -2.79 3.93 -0.59
C 2.22 -2.28 5.06 0.41
C 0.91 -1.81 4.93 -0.74
C 0.28 -1.85 3.70 -0.52
C 2.90 -2.20 6.32 0.10
N 3.45 -2.14 7.33 -0.66
H -0.80 -2.33 1.32 0.54
H 0.67 -3.05 0.55 0.49
H 2.78 -3.18 1.84 0.25
H 3.90 -3.15 4.03 0.42
H 0.40 -1.42 5.79 0.45
H -0.73 -1.47 3.61 0.30
C -3.10 0.27 -7.77 -0.38
C -3.00 1.31 -6.85 -0.57
C -2.15 1.18 -5.75 -0.55
C -1.40 0.03 -5.56 -0.21
C -1.51 -1.01 -6.49 0.11
C -2.36 -0.89 -7.58 -0.66
Sb -0.09 -0.02 -3.84 0.88
C 1.70 0.31 -5.01 0.04
C 2.93 -0.22 -4.61 -0.53
C 4.10 0.09 -5.29 -0.62
C 4.06 0.94 -6.38 -0.48
C 2.85 1.47 -6.80 -0.52
C 1.68 1.16 -6.12 -0.52
C 0.16 -2.14 -3.68 0.47
C 0.85 -2.91 -4.62 -0.23
C 1.01 -4.27 -4.43 -0.76
C 0.48 -4.88 -3.30 -0.50
C -0.20 -4.13 -2.36 -0.57
C -0.37 -2.76 -2.55 -0.62
H -3.76 0.37 -8.63 0.36
H -3.58 2.21 -6.99 0.38
H -2.10 1.99 -5.04 0.34
H -0.95 -1.92 -6.35 0.34
H -2.44 -1.70 -8.29 0.38
H 2.97 -0.91 -3.77 0.68
H 5.04 -0.34 -4.96 0.42
H 4.98 1.19 -6.91 0.36
H 2.81 2.13 -7.66 0.38
H 0.74 1.58 -6.46 0.37
H 1.29 -2.44 -5.49 0.46
H 1.55 -4.86 -5.16 0.37
H 0.62 -5.95 -3.14 0.38
H -0.60 -4.59 -1.46 0.45
H -0.89 -2.18 -1.80 0.31
```